No. 1
This record from OMol25 describes a cluster of 2 separate species, BrH3NO2P in total. The level of theory is ωB97M-V/def2-TZVPD.

Geometry as ORCA input:
```
! RIJCOSX wB97M-V def2-TZVPD def2/J DEFGRID3
* xyz 0 1
N 0.811 -0.567 -1.137
O 0.737 0.530 0.982
O -2.146 0.516 0.057
P 0.394 0.920 -0.504
Br -2.196 0.021 1.764
H 1.454 -0.995 -0.500
H 0.969 -0.670 -2.118
H -0.023 0.244 1.456
*
```

Summary:
Electronic energy in eV: -84962.86981
Relative energy (zero: lowest compared OMol25 entry of this formula, charge and spin) in kJ/mol: 140.5
Gap between HOMO and LUMO (alpha / beta) in eV: 7.409 / 7.408

Mulliken analysis output, partial charges in e: number 1, N, carries -0.385; number 2, O, carries -0.301; number 3, O, carries -0.605; number 4, P, carries 0.526; number 5, Br, carries -0.053; number 6, H, carries 0.290; number 7, H, carries 0.268; number 8, H, carries 0.259

=====

No. 2
This record from OMol25 describes a cluster of 3 separate species, C34H35B2IN2O7Si in total. The level of theory is ωB97M-V/def2-TZVPD.

Geometry as ORCA input:
```
! RIJCOSX wB97M-V def2-TZVPD def2/J DEFGRID3
* xyz 0 1
C 0.204 3.788 -1.317
C -0.574 5.085 -0.886
I 0.062 6.652 -2.237
C -2.094 4.765 -0.958
Si -3.244 6.285 -0.894
C -4.983 5.847 -0.164
C -5.443 4.384 -0.474
C -6.190 3.846 0.799
N -7.209 4.854 1.189
B -2.571 7.771 0.228
N -2.496 7.554 1.701
O -2.211 9.014 -0.325
B -3.631 6.928 -2.742
O -3.843 8.311 -2.967
O -3.697 6.013 -3.836
H 0.149 2.997 -0.559
H -0.168 3.470 -2.306
H 1.263 4.063 -1.486
H -0.281 5.302 0.154
H -2.325 4.065 -0.128
H -2.276 4.223 -1.907
H -4.871 5.967 0.935
H -5.713 6.615 -0.472
H -4.627 3.707 -0.763
H -6.223 4.438 -1.257
H -6.675 2.875 0.626
H -5.442 3.773 1.615
H -8.033 4.371 1.524
H -6.875 5.405 1.968
H -1.553 7.238 1.906
H -2.688 8.448 2.149
H -1.710 8.912 -1.134
H -4.439 8.612 -2.281
H -4.599 6.068 -4.160
O 6.261 -2.370 -2.578
C 5.310 -1.635 -2.395
C 4.936 -0.615 -3.406
C 5.673 -0.515 -4.583
C 5.309 0.410 -5.550
C 4.208 1.238 -5.348
C 3.482 1.153 -4.169
C 3.847 0.231 -3.192
C 3.073 0.163 -1.929
O 2.158 0.937 -1.722
C 3.433 -0.871 -0.927
C 2.693 -0.972 0.248
C 3.000 -1.956 1.177
C 4.046 -2.841 0.935
C 4.795 -2.735 -0.228
C 4.494 -1.747 -1.161
H 6.525 -1.161 -4.745
H 5.880 0.483 -6.467
H 3.919 1.951 -6.109
H 2.630 1.801 -4.012
H 1.876 -0.288 0.435
H 2.421 -2.037 2.089
H 4.279 -3.613 1.657
H 5.609 -3.424 -0.411
O 1.400 -4.691 3.349
C 1.044 -5.840 3.164
C 1.559 -6.615 2.009
C 2.475 -6.023 1.145
C 2.995 -6.747 0.084
C 2.603 -8.068 -0.119
C 1.678 -8.657 0.730
C 1.148 -7.931 1.794
C 0.146 -8.565 2.686
O -0.253 -9.692 2.467
C -0.355 -7.797 3.853
C -1.268 -8.389 4.720
C -1.719 -7.694 5.831
C -1.259 -6.404 6.083
C -0.359 -5.805 5.214
C 0.092 -6.497 4.094
H 2.784 -5.000 1.303
H 3.710 -6.285 -0.585
H 3.018 -8.636 -0.941
H 1.371 -9.682 0.568
H -1.624 -9.393 4.529
H -2.427 -8.158 6.507
H -1.605 -5.866 6.956
H -0.006 -4.801 5.410
*
```

Summary:
Structure (SMILES): C[C@@H](I)C[Si@@](CCCN)(B(N)O)B(O)O.O=C1c2ccccc2C(=O)c2ccccc21.O=C1c2ccccc2C(=O)c2ccccc21
Electronic energy in eV: -70474.30129
Gap between HOMO and LUMO in eV: 7.738

Mulliken analysis output, partial charges in e: number 1, C, carries -1.425; number 2, C, carries -0.099; number 3, I, carries 0.055; number 4, C, carries -0.821; number 5, Si, carries -0.979; number 6, C, carries -0.780; number 7, C, carries -0.410; number 8, C, carries -0.794; number 9, N, carries -0.531; number 10, B, carries 0.932; number 11, N, carries -0.574; number 12, O, carries -0.684; number 13, B, carries 1.047; number 14, O, carries -0.555; number 15, O, carries -0.618; number 16, H, carries 0.350; number 17, H, carries 0.357; number 18, H, carries 0.462; number 19, H, carries 0.353; number 20, H, carries 0.431; number 21, H, carries 0.431; number 22, H, carries 0.372; number 23, H, carries 0.477; number 24, H, carries 0.313; number 25, H, carries 0.285; number 26, H, carries 0.457; number 27, H, carries 0.275; number 28, H, carries 0.236; number 29, H, carries 0.198; number 30, H, carries 0.231; number 31, H, carries 0.192; number 32, H, carries 0.262; number 33, H, carries 0.302; number 34, H, carries 0.255; number 35, O, carries -0.680; number 36, C, carries 0.529; number 37, C, carries 0.322; number 38, C, carries -0.617; number 39, C, carries -0.460; number 40, C, carries -0.563; number 41, C, carries -0.531; number 42, C, carries 0.176; number 43, C, carries 0.519; number 44, O, carries -0.676; number 45, C, carries 0.250; number 46, C, carries -0.683; number 47, C, carries -0.490; number 48, C, carries -0.699; number 49, C, carries -0.624; number 50, C, carries 0.219; number 51, H, carries 0.472; number 52, H, carries 0.392; number 53, H, carries 0.414; number 54, H, carries 0.542; number 55, H, carries 0.504; number 56, H, carries 0.489; number 57, H, carries 0.681; number 58, H, carries 0.527; number 59, O, carries -0.672; number 60, C, carries 0.448; number 61, C, carries 0.049; number 62, C, carries -0.439; number 63, C, carries -0.376; number 64, C, carries -0.544; number 65, C, carries -0.697; number 66, C, carries 0.500; number 67, C, carries 0.558; number 68, O, carries -0.661; number 69, C, carries 0.144; number 70, C, carries -0.550; number 71, C, carries -0.470; number 72, C, carries -0.497; number 73, C, carries -0.471; number 74, C, carries 0.135; number 75, H, carries 0.426; number 76, H, carries 0.498; number 77, H, carries 0.391; number 78, H, carries 0.482; number 79, H, carries 0.471; number 80, H, carries 0.398; number 81, H, carries 0.402; number 82, H, carries 0.459

=====

No. 3
This record from OMol25 describes a cluster of 2 separate species, C4H11N5 in total. The level of theory is ωB97M-V/def2-TZVPD.

Geometry as ORCA input:
```
! RIJCOSX wB97M-V def2-TZVPD def2/J DEFGRID3
* xyz 2 1
C -0.116 -0.074 -0.234
C -0.946 1.014 -0.023
C 1.207 0.713 -0.127
C -0.285 -1.435 -0.772
N -0.375 2.171 0.433
N 0.817 2.063 0.390
N 1.967 0.859 -1.177
N -3.079 1.046 -0.080
N 2.242 0.035 1.178
H -0.707 -2.173 -0.111
H 0.669 -1.818 -1.069
H -0.994 -1.230 -1.673
H 2.530 1.704 -1.340
H 2.105 0.163 -2.009
H -3.179 0.153 -0.557
H -3.387 1.892 -0.652
H -3.416 1.246 0.866
H 1.815 0.329 2.090
H 3.139 0.545 1.045
H 2.312 -0.929 1.320
*
```

Summary:
Electronic energy in eV: -11754.67475
Relative energy (zero: lowest compared OMol25 entry of this formula, charge and spin) in kJ/mol: 457.4
Gap between HOMO and LUMO in eV: 8.687

Mulliken analysis output, partial charges in e: number 1, C, carries 0.687; number 2, C, carries -0.325; number 3, C, carries 0.851; number 4, C, carries -1.187; number 5, N, carries -0.067; number 6, N, carries -0.405; number 7, N, carries -0.364; number 8, N, carries -0.541; number 9, N, carries -0.476; number 10, H, carries 0.348; number 11, H, carries 0.381; number 12, H, carries 0.385; number 13, H, carries 0.299; number 14, H, carries 0.283; number 15, H, carries 0.340; number 16, H, carries 0.383; number 17, H, carries 0.360; number 18, H, carries 0.385; number 19, H, carries 0.356; number 20, H, carries 0.306

=====

No. 4
This record from OMol25 describes a structure of composition C15H14NPdS2. The level of theory is ωB97M-V/def2-TZVPD.

Geometry as ORCA input:
```
! RIJCOSX wB97M-V def2-TZVPD def2/J DEFGRID3
* xyz 1 1
Pd -0.257 -0.185 0.000
C 4.021 -0.912 0.000
C 4.538 0.409 0.000
C 3.669 1.454 0.000
C 2.260 1.224 0.000
N 1.779 -0.101 0.000
C 2.654 -1.102 0.000
C 1.274 2.211 0.000
C 1.537 3.625 0.000
C 0.519 4.524 0.000
C -0.826 4.120 0.000
C -1.136 2.746 0.000
C -0.124 1.842 0.000
H 4.677 -1.763 0.000
H 5.605 0.564 0.000
H 4.032 2.468 0.000
H 2.259 -2.113 0.000
H 2.565 3.948 0.000
H 0.742 5.581 0.000
H -1.624 4.844 0.000
H -2.183 2.467 0.000
C -4.414 -2.282 0.000
C -2.961 -1.956 0.000
S -2.569 -0.283 0.000
C -1.996 -2.939 0.000
C -2.296 -4.397 0.000
S -0.324 -2.554 0.000
H -5.002 -1.369 0.000
H -4.676 -2.867 0.881
H -4.676 -2.867 -0.881
H -3.360 -4.600 0.000
H -1.853 -4.869 0.876
H -1.853 -4.869 -0.876
*
```

Summary:
Electronic energy in eV: -42416.00604
Relative energy (zero: lowest compared OMol25 entry of this formula, charge and spin) in kJ/mol: 76.5
Gap between HOMO and LUMO (alpha / beta) in eV: 4.859 / 4.857

Mulliken analysis output, partial charges in e: number 1, Pd, carries -0.140; number 2, C, carries -0.905; number 3, C, carries -0.293; number 4, C, carries -0.765; number 5, C, carries 1.440; number 6, N, carries -0.265; number 7, C, carries 0.063; number 8, C, carries 0.497; number 9, C, carries -0.511; number 10, C, carries -0.864; number 11, C, carries -0.709; number 12, C, carries -0.200; number 13, C, carries 0.054; number 14, H, carries 0.403; number 15, H, carries 0.465; number 16, H, carries 0.342; number 17, H, carries 0.323; number 18, H, carries 0.331; number 19, H, carries 0.392; number 20, H, carries 0.417; number 21, H, carries 0.283; number 22, C, carries -1.569; number 23, C, carries 0.935; number 24, S, carries -0.297; number 25, C, carries 0.732; number 26, C, carries -1.271; number 27, S, carries -0.204; number 28, H, carries 0.471; number 29, H, carries 0.389; number 30, H, carries 0.389; number 31, H, carries 0.357; number 32, H, carries 0.355; number 33, H, carries 0.354